Entry 1:
{"formula": "C18H30Cl6CuMgO17S2", "method": "ωB97M-V/def2-TZVPD", "species": ["Mg", "Cu", "S", "O", "O", "O", "O", "S", "O", "O", "O", "O", "C", "C", "C", "O", "C", "O", "O", "H", "H", "H", "H", "H", "H", "C", "C", "C", "O", "C", "O", "O", "H", "H", "H", "H", "H", "H", "C", "C", "C", "O", "C", "O", "O", "H", "H", "H", "H", "H", "H", "Cl", "C", "C", "Cl", "H", "H", "H", "H", "Cl", "C", "C", "Cl", "H", "H", "H", "H", "Cl", "C", "C", "Cl", "H", "H", "H", "H"], "positions_angstrom": [[-19.952, 3.318, 11.751], [-24.863, -2.698, 12.032], [-19.918, 5.829, 14.490], [-18.827, 5.236, 13.716], [-20.940, 5.302, 13.678], [-19.955, 5.505, 15.929], [-19.860, 7.261, 14.614], [-21.884, 0.147, 12.200], [-21.958, 1.136, 11.214], [-20.727, 0.653, 12.896], [-23.114, 0.059, 12.913], [-21.712, -1.163, 11.633], [-13.427, 1.556, 6.148], [-14.917, 1.962, 5.919], [-15.906, 0.881, 5.520], [-16.740, 0.973, 6.712], [-16.365, 1.933, 7.604], [-16.868, 2.145, 8.726], [-15.232, 2.387, 7.238], [-13.211, 0.896, 5.309], [-13.189, 1.118, 7.118], [-12.757, 2.404, 6.001], [-15.119, 2.830, 5.291], [-15.551, -0.148, 5.576], [-16.377, 1.046, 4.550], [-25.034, 6.793, 5.894], [-24.373, 5.599, 6.520], [-23.418, 4.779, 5.704], [-22.206, 4.966, 6.428], [-22.378, 5.643, 7.520], [-21.595, 5.628, 8.499], [-23.546, 6.091, 7.562], [-25.620, 6.474, 5.032], [-24.462, 7.620, 5.472], [-25.701, 7.215, 6.645], [-25.197, 4.975, 6.866], [-23.386, 5.177, 4.690], [-23.683, 3.722, 5.749], [-29.189, 3.365, 11.355], [-28.248, 2.672, 12.322], [-27.066, 3.541, 12.743], [-27.052, 3.295, 14.127], [-28.171, 2.686, 14.488], [-28.432, 2.502, 15.687], [-28.924, 2.424, 13.517], [-29.534, 4.350, 11.669], [-30.062, 2.718, 11.267], [-28.789, 3.429, 10.343], [-27.858, 1.775, 11.840], [-27.140, 4.574, 12.403], [-26.138, 3.103, 12.374], [-15.835, -4.288, 12.392], [-17.491, -3.769, 12.353], [-18.393, -4.879, 13.004], [-17.794, -5.765, 14.408], [-17.864, -3.472, 11.373], [-17.458, -2.853, 12.944], [-18.597, -5.551, 12.170], [-19.402, -4.541, 13.238], [-24.226, 1.553, 19.713], [-23.327, 1.334, 18.164], [-21.810, 1.183, 18.395], [-21.542, -0.355, 19.247], [-23.455, 2.246, 17.582], [-23.748, 0.501, 17.602], [-21.421, 2.034, 18.954], [-21.121, 1.102, 17.554], [-19.282, -4.318, 5.911], [-20.907, -4.384, 6.626], [-21.274, -5.788, 7.253], [-21.433, -6.958, 5.826], [-21.643, -4.001, 5.918], [-20.952, -3.570, 7.350], [-22.292, -5.938, 7.613], [-20.493, -6.099, 7.947]], "energy_ev": -200838.064, "spin_multiplicity": 2, "max_force_ev_per_a": 9.34, "lumo_energy_ev": [-3.987, -3.987], "total_charge": 0, "relative_energy_ev": 16.564, "e_homo_ev": [-7.7, -7.7]}

***

Entry 2:
{"formula": "C3H6O", "method": "ωB97M-V/def2-TZVPD", "species": ["C", "C", "O", "C", "H", "H", "H", "H", "H", "H"], "positions_angstrom": [[-0.005, 0.810, -0.035], [-1.043, -0.328, 0.008], [-0.093, -1.340, -0.066], [1.120, -0.360, 0.021], [0.079, 1.359, -0.972], [-0.174, 1.573, 0.712], [-1.369, -0.436, 1.039], [-1.802, -0.331, -0.754], [1.614, -0.517, -0.888], [1.673, -0.431, 0.934]], "energy_ev": -5253.670, "max_force_ev_per_a": 5.06, "lumo_energy_ev": 1.178, "total_charge": 0, "smiles": "C1COC1", "relative_energy_ev": 2.024, "e_homo_ev": -9.5}

***

Entry 3:
{"formula": "C24H25N3O2", "method": "ωB97M-V/def2-TZVPD", "species": ["C", "C", "C", "C", "C", "N", "C", "O", "C", "N", "C", "C", "C", "O", "N", "C", "C", "C", "C", "C", "C", "C", "C", "C", "C", "C", "C", "C", "C", "H", "H", "H", "H", "H", "H", "H", "H", "H", "H", "H", "H", "H", "H", "H", "H", "H", "H", "H", "H", "H", "H", "H", "H", "H"], "positions_angstrom": [[-5.683, -1.850, 1.268], [-4.482, -1.020, 0.932], [-3.349, -1.044, 1.735], [-2.248, -0.268, 1.431], [-2.256, 0.554, 0.307], [-1.106, 1.303, 0.040], [-0.838, 2.135, -0.996], [-1.580, 2.381, -1.921], [0.561, 2.750, -0.905], [1.077, 2.761, 0.457], [0.392, 3.772, 1.251], [2.517, 2.968, 0.493], [3.369, 1.726, 0.227], [4.563, 1.829, 0.056], [2.683, 0.558, 0.252], [3.215, -0.742, 0.212], [4.495, -1.003, 0.688], [4.974, -2.299, 0.726], [4.176, -3.350, 0.308], [2.905, -3.094, -0.173], [2.411, -1.795, -0.244], [1.088, -1.574, -0.858], [0.953, -0.705, -1.938], [-0.263, -0.572, -2.585], [-1.359, -1.301, -2.158], [-1.238, -2.159, -1.078], [-0.023, -2.298, -0.433], [-3.389, 0.594, -0.498], [-4.482, -0.188, -0.181], [-5.409, -2.699, 1.890], [-6.166, -2.216, 0.364], [-6.411, -1.250, 1.815], [-3.325, -1.680, 2.608], [-1.371, -0.302, 2.062], [-0.374, 1.241, 0.739], [1.219, 2.146, -1.537], [0.515, 3.757, -1.348], [-0.684, 3.633, 1.168], [0.679, 3.662, 2.296], [0.633, 4.792, 0.923], [2.795, 3.289, 1.502], [2.851, 3.759, -0.196], [1.674, 0.625, 0.267], [5.111, -0.185, 1.020], [5.972, -2.487, 1.092], [4.543, -4.364, 0.347], [2.285, -3.904, -0.527], [1.820, -0.166, -2.294], [-0.355, 0.098, -3.427], [-2.306, -1.201, -2.666], [-2.095, -2.723, -0.739], [0.072, -2.970, 0.408], [-3.401, 1.231, -1.366], [-5.356, -0.153, -0.816]], "energy_ev": -33860.728, "max_force_ev_per_a": 0.45, "lumo_energy_ev": 0.641, "total_charge": 0, "smiles": "Cc1ccc(NC(=O)CN(C)CC(=O)Nc2ccccc2-c2ccccc2)cc1", "relative_energy_ev": 0.000, "e_homo_ev": -8.2}

***

Entry 4:
{"formula": "H3N3", "method": "ωB97M-V/def2-TZVPD", "species": ["N", "N", "N", "H", "H", "H"], "positions_angstrom": [[-3.361, -0.501, -0.445], [-2.267, -0.433, -0.469], [1.207, 0.313, 0.266], [1.694, 0.086, 1.160], [0.903, -0.381, -0.294], [1.823, 0.916, -0.219]], "energy_ev": -4519.662, "max_force_ev_per_a": 4.92, "lumo_energy_ev": 1.393, "total_charge": 0, "smiles": "N#N.N", "relative_energy_ev": 0.250, "e_homo_ev": -9.8}

***

Entry 5:
{"formula": "C16H23F3MoN4S5", "method": "ωB97M-V/def2-TZVPD", "species": ["Mo", "C", "C", "S", "C", "C", "S", "C", "C", "S", "C", "C", "S", "H", "H", "H", "H", "H", "H", "H", "H", "H", "H", "H", "H", "H", "H", "H", "H", "N", "C", "S", "N", "N", "C", "C", "C", "C", "C", "C", "N", "H", "H", "H", "H", "H", "H", "H", "F", "C", "F", "F"], "positions_angstrom": [[-0.827, -0.369, -0.386], [0.367, -2.211, 1.578], [-0.615, -3.013, 0.679], [-2.348, -2.494, 0.623], [-2.970, -2.705, 2.296], [-3.703, -1.311, 2.513], [-3.055, -0.254, 1.170], [-1.973, 0.819, 2.219], [-1.397, 2.000, 1.480], [0.207, 1.722, 0.606], [1.280, 0.991, 1.889], [2.269, 0.009, 1.277], [1.612, -1.485, 0.460], [0.852, -2.852, 2.312], [-0.112, -1.375, 2.088], [-0.611, -4.079, 0.903], [-0.344, -2.833, -0.365], [-2.150, -2.846, 2.999], [-3.623, -3.572, 2.333], [-3.487, -0.861, 3.478], [-4.778, -1.388, 2.378], [-1.217, 0.187, 2.677], [-2.633, 1.193, 3.003], [-1.267, 2.834, 2.170], [-2.057, 2.309, 0.663], [0.645, 0.515, 2.631], [1.823, 1.801, 2.379], [2.974, -0.318, 2.040], [2.835, 0.490, 0.476], [0.795, 5.514, -1.298], [1.080, 4.220, -1.026], [0.891, 3.856, 0.736], [1.500, 3.432, -1.921], [1.577, 2.112, -1.906], [2.532, 1.400, -2.344], [2.243, -0.048, -2.514], [3.203, -1.043, -2.714], [2.794, -2.376, -2.774], [1.457, -2.721, -2.615], [0.578, -1.661, -2.459], [0.959, -0.398, -2.442], [0.603, 6.170, -0.564], [0.945, 5.861, -2.232], [3.523, 1.779, -2.600], [4.248, -0.776, -2.803], [3.533, -3.154, -2.916], [1.118, -3.748, -2.595], [-0.474, -1.782, -2.205], [-1.239, 1.269, -2.848], [-2.011, 0.491, -2.089], [-3.047, 1.246, -1.628], [-2.504, -0.545, -2.812]], "energy_ev": -87087.370, "spin_multiplicity": 3, "max_force_ev_per_a": 5.05, "lumo_energy_ev": [-7.690, -7.632], "total_charge": 2, "relative_energy_ev": 9.353, "e_homo_ev": [-13.6, -13.5]}

***

Entry 6:
{"formula": "C16H29BO5", "method": "ωB97M-V/def2-TZVPD", "species": ["C", "C", "B", "C", "C", "C", "C", "C", "O", "C", "C", "O", "C", "C", "C", "O", "H", "H", "H", "H", "H", "H", "H", "H", "H", "H", "H", "H", "H", "H", "H", "H", "H", "H", "H", "H", "H", "H", "H", "O", "C", "C", "C", "C", "O", "H", "H", "H", "H", "H", "H"], "positions_angstrom": [[3.039, 2.199, 1.590], [2.584, 1.930, 0.501], [1.950, 1.155, -0.675], [0.409, 0.956, -0.844], [-0.335, 2.202, -1.395], [-1.213, 1.863, -2.612], [-2.711, 1.773, -2.276], [-3.250, 0.346, -2.265], [-3.998, 0.103, -1.093], [-4.710, -1.090, -1.177], [-5.638, -1.241, 0.009], [2.843, 0.594, -1.580], [3.029, -0.789, -1.220], [4.209, -1.361, -1.948], [5.499, -0.621, -1.659], [4.368, -2.720, -1.530], [3.546, 2.365, 2.487], [0.258, 0.099, -1.485], [0.010, 0.720, 0.140], [0.316, 3.041, -1.603], [-1.017, 2.511, -0.619], [-1.096, 2.623, -3.372], [-0.922, 0.914, -3.044], [-2.947, 2.214, -1.316], [-3.264, 2.322, -3.026], [-2.423, -0.366, -2.316], [-3.902, 0.183, -3.122], [-4.058, -1.966, -1.224], [-5.315, -1.105, -2.086], [-6.015, -0.266, 0.282], [-5.150, -1.715, 0.845], [-6.487, -1.847, -0.274], [3.151, -0.855, -0.137], [2.146, -1.335, -1.538], [4.031, -1.389, -3.011], [5.740, -0.752, -0.609], [5.453, 0.427, -1.915], [6.293, -1.100, -2.213], [4.338, -2.690, -0.571], [-1.121, 1.018, 2.346], [-0.504, 0.245, 3.014], [-0.850, -0.246, 4.407], [0.465, -0.868, 4.873], [1.085, -1.315, 3.557], [0.631, -0.362, 2.582], [-1.648, -0.985, 4.327], [-1.167, 0.580, 5.037], [0.345, -1.679, 5.588], [1.090, -0.102, 5.335], [0.744, -2.308, 3.254], [2.172, -1.309, 3.581]], "energy_ev": -27974.476, "max_force_ev_per_a": 1.41, "lumo_energy_ev": 0.491, "total_charge": 0, "smiles": "C#CB(CCCCCOCC)OC[C@@H](C)O.O=C1CCCO1", "e_homo_ev": -9.5}